No. 1
Density functional theory data (ωB97M-V with the def2-TZVPD basis set) for a structure of composition C39H41GeInN7O4.

```
93
Properties=species:S:1:pos:R:3:forces:R:3
In -0.023 -1.034 -0.047 -0.18 -0.42 0.10
N -0.877 2.603 -1.309 0.12 0.54 0.57
C -2.072 2.705 -1.843 -0.12 -0.01 -0.23
C -2.360 3.710 -2.813 0.09 -0.14 0.11
C -3.616 3.804 -3.359 -0.14 -0.07 0.04
C -4.624 2.922 -2.967 0.08 0.05 -0.03
C -4.382 1.904 -2.002 -0.08 0.03 -0.08
C -5.387 1.017 -1.574 -0.01 0.00 0.01
C -5.074 0.076 -0.629 0.02 -0.04 0.02
C -3.762 0.016 -0.136 0.08 0.03 -0.05
N -2.791 0.824 -0.531 -0.16 0.26 -0.03
C -3.107 1.760 -1.437 0.05 0.07 -0.02
H -0.168 3.321 -1.443 0.01 -0.10 -0.12
H -0.754 2.020 -0.489 0.03 -0.28 -0.14
H -1.577 4.405 -3.093 0.01 -0.04 0.00
H -3.829 4.574 -4.088 -0.01 -0.01 0.00
H -5.615 3.010 -3.394 0.01 0.00 0.00
H -6.386 1.092 -1.986 0.01 -0.01 0.01
H -5.817 -0.620 -0.265 0.00 0.01 0.01
H -3.484 -0.725 0.604 -0.02 -0.01 0.01
C 0.449 -4.581 2.444 0.01 0.02 -0.01
C 1.586 -3.635 2.299 -0.02 0.03 0.04
N 1.595 -2.484 1.642 0.26 0.05 -0.11
C 2.877 -1.979 1.806 -0.19 0.14 0.00
C 3.623 -2.821 2.579 0.04 -0.12 -0.02
N 2.791 -3.863 2.861 -0.04 -0.02 0.04
C 5.036 -2.926 3.060 0.08 0.09 0.07
O 5.803 -1.856 2.960 -0.01 -0.16 0.02
O 5.401 -3.971 3.525 -0.03 -0.02 0.04
C 3.357 -0.758 1.140 -0.15 0.12 -0.07
O 4.298 -0.104 1.553 0.03 -0.09 -0.12
O 2.679 -0.448 0.050 0.39 -0.23 0.39
H -0.340 -4.298 1.755 0.01 -0.03 -0.01
H 0.054 -4.560 3.462 0.00 0.01 0.00
H 0.771 -5.601 2.233 0.00 0.00 0.00
H 3.096 -4.670 3.389 0.01 -0.02 -0.01
H 5.317 -1.104 2.562 -0.01 0.13 -0.05
C 5.278 0.762 -1.273 0.18 0.02 0.13
Ge 3.367 0.810 -1.163 -0.44 0.01 0.00
C 2.508 0.096 -2.733 0.00 0.11 -0.35
C 3.174 -0.839 -3.528 -0.04 0.00 0.06
C 2.589 -1.326 -4.689 -0.01 -0.02 0.01
C 1.337 -0.872 -5.078 -0.01 -0.02 -0.01
C 0.666 0.064 -4.303 0.01 0.01 0.03
C 1.250 0.543 -3.139 0.06 -0.03 -0.05
C 2.489 2.412 -0.499 -0.07 0.16 -0.07
C 1.852 2.402 0.718 0.07 0.11 0.04
C 1.221 3.562 1.231 -0.01 -0.08 -0.05
C 1.220 4.716 0.502 0.00 0.02 -0.05
C 1.855 4.773 -0.767 -0.05 0.04 0.04
C 1.869 5.970 -1.533 -0.04 -0.04 0.06
C 2.492 6.012 -2.743 0.05 -0.05 -0.11
C 3.133 4.858 -3.254 -0.04 0.11 -0.02
C 3.135 3.697 -2.541 -0.03 -0.05 0.07
C 2.501 3.615 -1.272 -0.04 -0.07 -0.04
H 5.574 1.107 -2.264 0.03 -0.01 0.01
H 5.645 -0.253 -1.126 0.02 0.00 -0.02
H 5.714 1.405 -0.512 0.04 -0.02 -0.01
H 4.159 -1.193 -3.246 0.00 0.01 -0.01
H 3.115 -2.051 -5.296 0.00 0.01 0.00
H 0.889 -1.240 -5.992 0.00 0.00 0.00
H -0.304 0.430 -4.619 0.00 -0.01 0.01
H 0.728 1.284 -2.545 0.03 0.00 -0.03
H 1.862 1.508 1.328 -0.02 0.01 0.02
H 0.758 3.535 2.210 0.01 -0.01 -0.01
H 0.748 5.611 0.890 0.02 -0.01 0.00
H 1.388 6.854 -1.130 0.01 -0.02 0.01
H 2.504 6.928 -3.318 0.02 0.00 0.01
H 3.628 4.903 -4.216 0.00 0.00 0.01
H 3.627 2.823 -2.956 0.00 0.01 0.01
C -2.985 -1.184 4.696 -0.01 -0.01 -0.03
C -1.496 -1.305 4.451 -0.01 -0.01 0.00
N -1.286 -1.489 3.020 -0.04 0.02 -0.21
C -2.098 -2.279 2.241 -0.13 0.04 0.42
N -1.719 -2.511 1.012 0.14 0.07 -0.12
C -2.497 -3.440 0.190 0.00 0.14 -0.06
C -3.315 -4.404 1.028 0.01 -0.01 0.02
C -4.126 -3.607 2.028 0.06 -0.01 0.02
N -3.245 -2.732 2.800 -0.01 0.04 -0.14
C -3.655 -2.439 4.176 0.02 -0.01 0.02
H -3.371 -0.304 4.178 -0.01 0.00 0.02
H -3.193 -1.072 5.759 0.00 0.01 0.00
H -1.095 -2.147 5.026 0.03 0.00 -0.01
H -0.965 -0.407 4.761 -0.01 0.01 0.00
H -0.333 -1.456 2.694 0.09 -0.14 0.07
H -1.805 -3.984 -0.456 0.00 -0.02 0.00
H -3.167 -2.885 -0.480 0.01 0.00 0.00
H -2.652 -5.088 1.564 -0.03 -0.02 0.00
H -3.974 -5.002 0.400 0.02 0.00 -0.01
H -4.636 -4.266 2.730 0.00 0.00 0.01
H -4.893 -3.013 1.518 -0.02 -0.02 0.02
H -3.414 -3.291 4.819 -0.02 -0.02 -0.01
H -4.740 -2.327 4.178 0.00 0.01 -0.01
```
Forces are in eV/Å.

Summary:
expectation value of S²: 0.7835
frontier orbital gap (alpha / beta): 7.1 / 4.8 eV
2S+1: 2
total charge: +2

No. 2
Density functional theory data (ωB97M-V with the def2-TZVPD basis set) for a structure of composition C39H42N3O4PPtTe.

```
91
Properties=species:S:1:pos:R:3:forces:R:3
Pt 0.616 -1.113 0.251 -0.08 -1.65 -1.28
C -0.208 -2.776 4.764 -0.11 -0.10 0.08
N 1.150 -2.602 4.247 -0.11 0.15 -0.19
C 2.197 -3.053 5.167 0.04 -0.07 0.17
C 1.361 -2.077 3.059 -0.19 -0.16 0.25
O 0.414 -1.695 2.314 -0.07 0.01 0.14
C 2.778 -1.958 2.537 -0.11 -0.18 0.16
O 2.772 -1.158 1.371 0.93 0.23 0.18
C 3.275 0.145 1.540 -0.16 -0.15 -0.09
C 2.191 1.160 1.913 0.63 0.56 0.20
O 0.961 0.888 1.721 -0.03 -0.40 -0.58
N 2.604 2.305 2.406 -0.14 -0.16 -0.07
C 1.684 3.350 2.854 -0.10 0.07 -0.08
C 4.037 2.632 2.531 0.17 -0.02 0.05
H -0.285 -2.309 5.745 0.04 0.04 -0.02
H -0.930 -2.334 4.088 0.01 0.04 -0.03
H -0.418 -3.840 4.881 0.02 0.00 -0.03
H 2.212 -2.414 6.050 0.00 0.05 -0.05
H 1.965 -4.065 5.496 -0.01 -0.01 -0.07
H 3.181 -3.064 4.715 0.02 -0.01 -0.08
H 3.450 -1.545 3.289 0.04 -0.03 0.01
H 3.120 -2.958 2.261 0.09 0.05 0.03
H 4.064 0.155 2.292 0.05 0.06 -0.04
H 3.711 0.436 0.580 0.04 0.12 0.04
H 0.683 2.951 2.968 -0.05 -0.07 0.11
H 2.023 3.724 3.818 -0.02 -0.01 0.01
H 1.673 4.175 2.142 0.06 0.02 -0.01
H 4.585 2.372 1.629 -0.02 0.02 -0.02
H 4.128 3.704 2.683 -0.03 0.01 -0.02
H 4.483 2.130 3.390 -0.05 0.01 0.03
O 1.138 -3.881 0.805 0.07 -0.35 -0.04
N 1.080 -3.151 -0.381 -0.24 1.47 1.31
C 2.069 -3.423 -1.156 0.10 -0.22 -0.57
C 2.259 -2.898 -2.486 0.13 0.15 0.08
C 3.128 -3.607 -3.317 0.05 -0.12 0.13
C 3.260 -3.267 -4.655 0.00 0.05 -0.11
C 2.547 -2.195 -5.163 0.04 -0.06 0.01
C 1.693 -1.465 -4.337 0.00 -0.04 0.15
C 1.540 -1.811 -3.004 -0.07 0.23 0.02
P 0.346 -0.881 -2.013 -0.17 0.76 0.42
C 0.468 0.840 -2.570 0.02 -0.05 0.13
C 1.358 1.701 -1.917 -0.07 0.03 -0.33
C 1.600 2.971 -2.424 -0.05 -0.01 0.12
C 0.935 3.399 -3.567 -0.04 -0.04 -0.05
C 0.034 2.554 -4.207 -0.02 0.08 -0.02
C -0.208 1.280 -3.711 0.04 -0.06 0.02
C -1.276 -1.479 -2.495 -0.04 -0.06 0.13
C -2.410 -0.726 -2.169 0.08 -0.11 0.02
C -3.669 -1.180 -2.518 -0.03 0.05 0.05
C -3.808 -2.395 -3.182 0.04 -0.05 -0.01
C -2.689 -3.158 -3.487 -0.04 0.00 -0.03
C -1.423 -2.705 -3.145 0.05 0.09 0.05
H 0.283 -4.333 0.879 -0.02 0.01 -0.04
H 2.763 -4.192 -0.820 -0.24 -0.21 -0.04
H 3.680 -4.451 -2.921 0.01 0.01 0.00
H 3.915 -3.841 -5.298 0.03 0.01 0.02
H 2.651 -1.915 -6.203 0.00 -0.01 0.00
H 1.151 -0.625 -4.749 0.02 0.00 -0.04
H 1.889 1.355 -1.040 0.13 -0.06 0.10
H 2.316 3.625 -1.943 -0.01 0.00 0.02
H 1.120 4.389 -3.962 0.04 -0.02 -0.02
H -0.475 2.886 -5.103 0.00 -0.01 0.00
H -0.913 0.632 -4.217 0.02 0.00 -0.01
H -2.304 0.224 -1.653 -0.04 0.03 -0.08
H -4.545 -0.590 -2.280 0.00 0.00 -0.02
H -4.792 -2.747 -3.462 0.00 0.01 0.00
H -2.798 -4.103 -4.001 -0.02 0.01 0.00
H -0.554 -3.299 -3.399 -0.02 -0.02 -0.03
Te -1.088 1.718 0.642 -1.81 -0.51 -1.05
C -2.173 3.360 -0.068 0.51 0.09 0.78
C -2.060 3.493 -1.460 0.33 -0.08 -0.01
C -2.783 4.490 -2.087 -0.15 -0.06 -0.01
C -3.524 5.393 -1.328 0.08 -0.06 -0.05
C -3.591 5.274 0.065 -0.01 -0.01 0.08
C -2.896 4.273 0.710 -0.13 0.18 -0.06
C -2.601 0.768 1.668 0.45 0.45 0.25
C -3.653 1.476 2.299 0.07 -0.13 -0.07
C -4.643 0.771 2.936 -0.08 -0.07 0.01
C -4.603 -0.630 2.956 0.12 0.01 -0.03
C -3.556 -1.334 2.349 -0.19 0.06 0.03
C -2.546 -0.647 1.721 0.21 0.12 0.05
H -1.445 2.816 -2.044 0.04 0.06 -0.01
H -2.754 4.568 -3.166 0.02 0.06 0.01
H -4.019 6.222 -1.818 -0.08 -0.04 0.00
H -4.177 5.978 0.641 0.05 0.05 -0.01
H -2.898 4.236 1.790 0.03 0.04 -0.03
H -3.694 2.552 2.278 -0.06 -0.05 0.01
H -5.457 1.298 3.415 -0.01 -0.02 0.00
H -5.396 -1.178 3.452 0.01 0.01 0.00
H -3.543 -2.415 2.376 -0.04 0.00 -0.04
H -1.735 -1.183 1.243 -0.01 -0.01 0.03
```
Forces are in eV/Å.

Summary:
frontier orbital gap: 4.3 eV
total charge: +4

No. 3
Density functional theory data (ωB97M-V with the def2-TZVPD basis set) for a structure of composition C39H42N3O6PW.

```
92
Properties=species:S:1:pos:R:3:forces:R:3
W -0.342 0.526 -0.143 -0.13 0.03 -0.05
O -0.094 4.648 -0.015 -0.07 -0.01 -0.03
C -0.199 3.523 0.429 0.03 0.04 0.05
O -0.827 2.550 -0.175 0.13 0.00 -0.06
C 0.377 3.178 1.804 0.01 -0.02 -0.01
C -0.522 2.177 2.536 -0.01 0.02 0.02
C -0.172 2.099 4.016 0.00 0.01 -0.02
C 1.179 1.343 3.987 -0.02 -0.02 0.00
C 1.379 1.113 2.493 0.01 0.03 0.04
O 0.003 0.900 2.042 -0.03 -0.03 -0.08
C 1.753 2.417 1.781 -0.03 -0.02 -0.02
C 2.334 2.109 0.396 0.03 0.05 0.04
O 3.350 2.663 0.016 -0.02 0.00 -0.01
O 1.699 1.201 -0.279 0.02 0.00 -0.01
H 0.472 4.115 2.349 -0.01 0.00 0.01
H -1.578 2.234 2.295 0.05 0.00 0.01
H -0.934 1.541 4.557 0.00 -0.01 0.00
H -0.100 3.093 4.456 0.00 0.00 0.00
H 1.115 0.391 4.511 0.01 0.02 0.00
H 2.003 1.914 4.411 0.01 0.00 0.00
H 1.978 0.249 2.221 0.01 0.00 0.00
H 2.506 2.974 2.334 0.02 0.00 -0.01
O -3.394 0.029 -0.517 0.05 0.10 -0.06
C -2.139 -0.430 -0.140 0.10 -0.19 0.13
C -2.314 -1.881 0.172 -0.05 0.07 -0.01
C -3.574 -2.477 0.330 0.00 0.01 -0.01
C -3.690 -3.813 0.676 -0.01 0.00 -0.01
C -2.565 -4.604 0.884 0.01 0.00 0.00
C -1.310 -4.036 0.726 -0.02 0.00 0.01
C -1.190 -2.705 0.350 0.01 -0.01 0.01
P 0.364 -1.819 0.170 -0.01 -0.03 -0.01
C 1.354 -2.560 -1.163 0.01 0.02 0.01
C 2.376 -1.766 -1.690 -0.02 -0.01 -0.02
C 3.183 -2.260 -2.704 0.00 0.01 0.00
C 2.964 -3.534 -3.212 0.00 0.00 0.00
C 1.939 -4.318 -2.701 0.00 0.00 0.00
C 1.138 -3.836 -1.675 0.00 -0.01 -0.01
C 1.288 -2.242 1.686 0.00 0.04 0.01
C 0.610 -2.167 2.905 0.00 -0.02 0.00
C 1.288 -2.373 4.095 -0.02 -0.02 -0.01
C 2.652 -2.641 4.084 0.01 0.01 -0.01
C 3.331 -2.709 2.877 0.00 0.00 0.01
C 2.652 -2.512 1.681 -0.01 -0.01 -0.02
H -4.461 -1.877 0.187 0.00 0.01 0.00
H -4.676 -4.244 0.797 0.00 0.00 0.00
H -2.666 -5.642 1.169 0.00 0.00 0.00
H -0.420 -4.628 0.912 0.00 0.00 0.01
H 2.523 -0.759 -1.310 0.00 0.01 0.00
H 3.981 -1.645 -3.102 0.00 -0.01 0.00
H 3.591 -3.915 -4.008 0.00 0.00 0.00
H 1.762 -5.308 -3.101 0.00 0.00 0.00
H 0.334 -4.449 -1.288 0.00 0.00 0.00
H -0.450 -1.942 2.917 -0.01 0.00 0.00
H 0.752 -2.322 5.034 0.00 0.00 0.00
H 3.182 -2.798 5.015 0.00 0.00 0.00
H 4.393 -2.917 2.862 0.00 0.00 0.00
H 3.192 -2.569 0.744 0.00 0.00 0.01
C -3.567 1.432 -0.589 0.01 -0.01 0.03
C -3.687 2.077 0.773 -0.02 0.02 -0.01
C -3.515 3.453 0.899 -0.03 -0.03 -0.02
C -3.637 4.068 2.136 0.01 0.01 0.01
C -3.930 3.313 3.266 0.00 0.01 0.00
C -4.101 1.942 3.146 -0.01 -0.02 0.01
C -3.980 1.326 1.905 -0.02 0.00 -0.01
H -2.754 1.903 -1.146 -0.02 0.00 0.00
H -4.494 1.582 -1.147 -0.01 -0.02 0.01
H -3.254 4.041 0.027 0.02 0.00 0.00
H -3.491 5.138 2.219 0.00 0.00 -0.01
H -4.022 3.792 4.232 0.00 0.00 0.00
H -4.327 1.345 4.020 0.00 0.00 0.00
H -4.101 0.254 1.814 0.00 -0.01 0.01
C 1.009 3.019 -2.638 0.03 -0.01 0.03
N 1.401 1.731 -3.192 0.00 0.03 0.01
C 2.810 1.611 -3.522 -0.02 0.00 -0.02
C 0.558 0.681 -3.246 -0.04 -0.03 -0.01
N -0.347 0.443 -2.316 0.02 0.03 -0.01
N 0.677 -0.142 -4.330 -0.01 0.01 0.01
C 1.044 0.374 -5.637 0.02 -0.01 0.00
C 0.048 -1.447 -4.351 0.01 0.00 0.00
H 1.107 3.780 -3.418 0.00 0.00 0.00
H 1.658 3.295 -1.809 0.00 0.00 0.02
H -0.016 2.988 -2.290 -0.01 0.00 0.01
H 3.393 1.859 -2.631 0.00 0.00 0.00
H 3.089 2.296 -4.328 0.00 0.00 0.00
H 3.039 0.593 -3.829 0.00 0.00 0.00
H -1.072 -0.167 -2.666 -0.02 -0.02 0.02
H 1.224 1.443 -5.583 0.00 0.01 0.01
H 0.230 0.195 -6.345 0.00 0.00 0.00
H 1.944 -0.118 -6.017 0.00 0.01 0.00
H -0.986 -1.399 -4.714 0.00 0.00 0.00
H 0.059 -1.890 -3.358 0.00 0.00 0.02
H 0.612 -2.099 -5.018 0.00 0.00 0.00
```
Forces are in eV/Å.

Summary:
expectation value of S²: 2.2274
frontier orbital gap (alpha / beta): 7.4 / 6.8 eV
2S+1: 3
total charge: 0

Q: Which energy above the lowest of the compared OMol25 structures with the same formula, charge and spin values were calculated for the entries above? A: 7.2; 64.3; 0.0, in kcal per mole.